This record from the Open Molecules 2025 dataset describes a cluster of 2 separate species, C2H7NO3 in total at a distorted geometry. The level of theory is ωB97M-V/def2-TZVPD.

The geometry in XYZ format:
```
13
Properties=species:S:1:pos:R:3:lowdin_charge:R:1
C 2.15 -0.47 -0.34 -0.088
N 1.02 -0.15 0.51 -0.009
C -0.38 -0.35 -0.12 -0.487
O -0.25 -0.38 -1.32 0.140
O -1.08 0.32 0.84 0.075
H 1.68 -1.15 -1.08 0.087
H 3.10 -0.80 0.06 0.090
H 2.21 0.26 -1.17 0.094
H 0.97 0.46 1.31 0.126
H -0.26 0.94 -0.22 0.397
H -2.13 0.39 0.48 0.013
H -3.60 0.52 1.01 -0.073
O -3.45 0.40 0.06 -0.365
```

The calculation puts the LUMO energy at -1.69 eV. The maximum force is 0.1479 Eh/bohr. The energy is -9812.268 eV. As for the orbital gap: 6.74 eV. The energy above the lowest of the compared OMol25 structures with the same formula, charge and spin is 838.7 kJ/mol. As for the total charge: 0. Its HOMO energy is -8.422 eV.

This record from the Open Molecules 2025 dataset describes an isolated molecule of C2H6FNO at a distorted geometry. The level of theory is ωB97M-V/def2-TZVPD.

The geometry in XYZ format:
```
11
Properties=species:S:1:pos:R:3:lowdin_spin:R:1
C -1.09 0.18 -0.06 0.082
C 0.04 1.54 0.07 0.095
N 0.54 -1.47 -0.40 0.712
O -0.63 -0.81 -0.90 0.678
F 0.44 1.67 1.33 0.037
H -1.54 -0.21 0.96 0.025
H -1.90 0.65 -0.57 0.019
H 0.81 1.41 -0.65 0.026
H -0.74 2.24 -0.01 0.006
H 0.69 -1.22 0.60 0.162
H 1.20 -1.00 -0.92 0.159
```

The calculation puts the LUMO energy (alpha / beta) at 0.86 / -3.04 eV. The maximum force is 0.1044 Eh/bohr. The energy is -8416.833 eV. As for the orbital gap (alpha / beta): 4.38 / 7.93 eV. Its spin multiplicity is 3. The energy above the lowest of the compared OMol25 structures with the same formula, charge and spin is 228.5 kJ/mol. The expectation value of S² is 2.0070. As for the total charge: 0. Its HOMO energy (alpha / beta) is -3.514 / -10.963 eV.

This record from the Open Molecules 2025 dataset describes a structure of composition C28H35BBr39FINO4. The level of theory is ωB97M-V/def2-TZVPD.

The geometry in XYZ format:
```
110
Properties=species:S:1:pos:R:3:lowdin_charge:R:1
C -1.25 0.62 -1.61 -0.095
C -1.29 0.27 -0.12 -0.281
C 0.11 0.13 0.46 -0.649
I 0.07 -0.53 2.50 0.911
C 1.06 -0.73 -0.33 -0.156
C 0.89 -2.04 -0.64 -0.105
C -0.28 -2.89 -0.24 -0.140
C 0.06 -4.27 0.37 -0.165
C 1.33 -4.29 1.24 -0.264
N 1.07 -4.98 2.52 -0.007
C 1.91 -2.70 -1.49 -0.279
O 1.68 -3.76 -2.08 0.112
C 3.24 -2.08 -1.66 0.065
B 4.36 -3.02 -2.27 -0.623
O 5.00 -3.92 -1.44 0.149
O 4.72 -2.90 -3.58 0.037
C 3.69 -3.17 -4.54 -0.055
C 3.40 -0.78 -1.36 -0.023
C 4.69 -0.05 -1.61 -0.304
C 4.71 0.65 -2.96 0.009
F 4.90 0.90 -0.60 -0.022
C 2.23 0.01 -0.89 -0.248
O 2.18 1.22 -1.05 0.082
H -1.07 -0.26 -2.23 0.019
H -0.46 1.35 -1.82 0.063
H -2.19 1.07 -1.92 0.047
H -1.80 1.07 0.41 0.070
H -1.87 -0.65 0.01 0.092
H 0.54 1.13 0.50 0.059
H -0.87 -3.05 -1.15 0.135
H -0.92 -2.36 0.45 0.056
H -0.77 -4.54 1.02 0.092
H 0.11 -5.02 -0.42 0.102
H 1.68 -3.28 1.43 0.055
H 2.12 -4.83 0.71 0.114
H 1.19 -4.33 3.30 0.042
H 1.76 -5.70 2.68 -0.055
H 5.12 -4.77 -1.88 0.108
H 4.16 -3.39 -5.50 0.098
H 3.02 -2.32 -4.64 0.005
H 3.08 -4.03 -4.24 0.092
H 5.52 -0.75 -1.52 0.141
H 5.49 1.42 -2.94 0.093
H 3.76 1.13 -3.16 0.078
H 4.94 -0.07 -3.75 0.086
C -3.75 4.29 0.39 -1.606
Br -2.18 3.96 1.45 0.584
Br -3.43 3.99 -1.48 0.627
Br -5.22 3.22 1.02 0.526
H -4.01 5.33 0.51 -0.039
C -0.44 4.77 -3.82 -1.655
Br -1.30 3.94 -5.32 0.549
Br 1.17 3.85 -3.30 0.591
Br -0.10 6.63 -4.16 0.579
H -1.11 4.72 -2.98 -0.103
C -2.84 1.96 -8.76 -1.624
Br -2.93 3.85 -9.06 0.582
Br -1.01 1.36 -8.70 0.605
Br -3.79 1.47 -7.17 0.570
H -3.32 1.47 -9.59 -0.026
C 8.27 -4.34 -1.10 -1.666
Br 8.45 -5.05 -2.88 0.599
Br 7.54 -5.63 0.11 0.609
Br 9.92 -3.61 -0.45 0.573
H 7.57 -3.52 -1.15 -0.070
C -3.28 -2.11 4.97 -1.643
Br -2.47 -3.41 3.82 0.551
Br -1.96 -1.22 6.05 0.550
Br -4.33 -0.85 3.97 0.554
H -3.95 -2.63 5.64 -0.030
C -9.16 1.23 1.11 -1.650
Br -7.58 0.98 2.17 0.515
Br -8.83 0.85 -0.75 0.584
Br -10.64 0.23 1.79 0.581
H -9.42 2.28 1.18 -0.094
C -9.12 4.39 4.37 -1.624
Br -7.22 4.24 4.11 0.536
Br -10.07 4.62 2.71 0.585
Br -9.81 2.91 5.37 0.587
H -9.29 5.29 4.95 -0.050
C -7.08 8.36 2.68 -1.629
Br -5.46 8.42 3.71 0.580
Br -7.08 6.89 1.44 0.549
Br -8.63 8.30 3.82 0.581
H -7.14 9.27 2.11 -0.029
C 5.83 -3.04 2.24 -1.640
Br 4.27 -2.03 2.73 0.601
Br 7.20 -1.93 1.48 0.602
Br 6.52 -4.06 3.72 0.556
H 5.52 -3.73 1.47 -0.063
C -1.06 -1.19 -5.89 -1.641
Br 0.62 -1.29 -4.96 0.649
Br -1.23 -2.62 -7.16 0.584
Br -2.53 -1.17 -4.65 0.589
H -1.09 -0.27 -6.44 -0.116
C 2.26 4.09 2.31 -1.643
Br 1.68 4.63 0.57 0.573
Br 0.92 3.01 3.17 0.489
Br 3.94 3.17 2.25 0.599
H 2.40 4.98 2.90 -0.098
C 2.38 -7.62 4.69 -1.625
Br 3.75 -6.34 4.27 0.580
Br 0.82 -6.77 5.42 0.596
Br 1.94 -8.69 3.16 0.588
H 2.77 -8.28 5.45 -0.033
C 1.35 5.87 6.24 -1.628
Br 0.74 6.66 4.60 0.592
Br 0.10 4.57 6.90 0.576
Br 3.11 5.11 6.02 0.591
H 1.42 6.65 6.98 -0.031
```

The calculation puts the LUMO energy at -1.31 eV. The maximum force is 0.0186 Eh/bohr. The energy is -2782433.947 eV. As for the orbital gap: 7.66 eV. As for the total charge: 0. Its HOMO energy is -8.978 eV.

This record from the Open Molecules 2025 dataset describes an isolated molecule of C4H10NP at a distorted geometry. The level of theory is ωB97M-V/def2-TZVPD.

The geometry in XYZ format:
```
16
Properties=species:S:1:pos:R:3:lowdin_spin:R:1
C -1.91 -1.66 -0.79 0.634
C 2.28 -0.28 0.77 0.015
C -1.19 1.99 0.20 0.067
C 0.93 -0.24 -0.08 0.040
N -1.74 -0.55 -0.26 0.895
P -0.64 0.05 0.85 0.143
H -2.82 -1.94 -1.27 0.085
H -1.12 -2.41 -0.82 0.106
H 2.30 -1.16 1.35 0.001
H 3.11 -0.53 0.07 0.003
H 2.51 0.59 1.35 0.001
H -0.93 2.78 0.89 0.003
H -2.18 1.74 -0.03 0.005
H -0.54 2.10 -0.69 0.003
H 0.86 -1.11 -0.81 0.001
H 1.10 0.63 -0.72 -0.001
```

The calculation puts the LUMO energy (alpha / beta) at 1.10 / -2.09 eV. The maximum force is 0.1053 Eh/bohr. The energy is -15083.699 eV. As for the orbital gap (alpha / beta): 6.55 / 6.46 eV. Its spin multiplicity is 3. The energy above the lowest of the compared OMol25 structures with the same formula, charge and spin is 194.5 kJ/mol. The expectation value of S² is 2.0082. As for the total charge: 0. Its HOMO energy (alpha / beta) is -5.453 / -8.553 eV.

This record from the Open Molecules 2025 dataset describes an isolated molecule of C6H6O2 at a distorted geometry. The level of theory is ωB97M-V/def2-TZVPD.

The geometry in XYZ format:
```
14
Properties=species:S:1:pos:R:3:lowdin_charge:R:1
C 0.53 -2.01 0.48 0.064
C -0.07 -0.32 0.17 -0.142
C -1.71 1.13 -0.11 -0.453
C 1.06 -3.04 -0.08 -0.113
C 0.63 0.97 0.36 -0.141
C -0.41 1.90 -0.27 -0.062
O -2.83 1.52 -0.24 0.152
O -1.40 -0.17 0.13 0.083
H 1.26 -3.19 -1.13 0.052
H 1.30 -3.87 0.57 0.046
H 0.77 1.21 1.42 0.129
H 1.60 0.98 -0.13 0.121
H -0.23 2.01 -1.35 0.138
H -0.48 2.89 0.17 0.127
```

The calculation puts the LUMO energy (alpha / beta) at 0.12 / -0.07 eV. The maximum force is 0.1551 Eh/bohr. The energy is -10409.176 eV. As for the orbital gap (alpha / beta): 8.53 / 7.92 eV. The energy above the lowest of the compared OMol25 structures with the same formula, charge and spin is 408.4 kJ/mol. As for the total charge: 0. Its HOMO energy (alpha / beta) is -8.408 / -7.997 eV. As for the SMILES: C=C=C1CCC(=O)O1.

This record from the Open Molecules 2025 dataset describes an isolated molecule of C6H12N2S at a distorted geometry. The level of theory is ωB97M-V/def2-TZVPD.

The geometry in XYZ format:
```
21
Properties=species:S:1:pos:R:3:lowdin_charge:R:1
C 0.36 -1.06 -3.54 -0.051
C 1.18 -0.75 -2.59 -0.135
C 0.65 0.32 -1.34 -0.543
C 0.31 0.02 1.19 -0.556
C -1.87 -0.22 2.50 -0.129
C -0.83 0.77 2.01 -0.260
N 1.70 0.71 -0.55 -0.119
N 1.27 1.08 0.73 -0.078
S -0.58 -0.59 -0.26 0.877
H 0.47 -1.92 -4.14 0.036
H -0.74 -0.75 -3.42 0.094
H 2.22 -1.03 -2.50 0.083
H -0.08 1.04 -1.83 0.102
H 0.87 -0.82 1.48 0.079
H -2.74 0.19 2.94 0.057
H -1.51 -0.91 3.20 0.059
H -2.34 -0.80 1.66 0.058
H -0.31 1.14 2.79 0.061
H -1.19 1.57 1.34 0.112
H 2.40 -0.01 -0.45 0.113
H 0.78 2.03 0.78 0.141
```

The calculation puts the LUMO energy at 1.04 eV. The maximum force is 0.1121 Eh/bohr. The energy is -20228.626 eV. As for the orbital gap: 9.37 eV. The energy above the lowest of the compared OMol25 structures with the same formula, charge and spin is 341.5 kJ/mol. As for the total charge: 0. Its HOMO energy is -8.330 eV. As for the SMILES: C=C[C@@H]1NN[C@@H](CC)S1.